(1)
Here is a molecular structure, C34H64ClIN10O18S in a non-equilibrium geometry from the OMol25 dataset. Energies are from wB97M-V/def2-TZVPD.

```
129
Properties=species:S:1:pos:R:3
C -2.261 -4.669 -6.955
C -2.804 -4.310 -5.489
C -1.751 -3.439 -4.652
C -1.207 -4.176 -3.358
C 0.211 -4.844 -3.529
C 1.420 -3.832 -3.527
C 2.106 -3.659 -2.106
C 2.693 -2.182 -1.897
C 1.446 -1.202 -1.817
C 1.430 -0.244 -0.587
C 1.097 1.243 -0.821
C 0.819 1.819 -2.269
C -0.734 1.701 -2.681
C -0.779 0.872 -4.032
Cl -2.477 0.390 -4.476
C 1.011 2.225 0.256
C 0.642 3.730 0.077
C -0.924 3.964 0.277
C -1.374 5.436 -0.070
I -3.545 5.723 0.234
C 1.267 1.749 1.667
N 1.182 2.618 2.733
S 1.591 1.619 4.014
N 1.848 0.143 3.279
C 1.623 0.297 1.920
C 1.684 -0.685 0.795
C 2.024 -2.176 1.140
C 1.354 -2.747 2.485
C 0.562 -4.099 2.207
O -0.854 -3.840 2.082
C -1.468 -3.719 3.317
C -2.643 -2.668 3.435
O -1.211 -4.375 4.303
H -3.154 -4.712 -7.646
H -1.762 -5.672 -6.946
H -1.603 -3.847 -7.356
H -3.145 -5.224 -4.928
H -3.742 -3.703 -5.673
H -0.958 -3.012 -5.319
H -2.351 -2.553 -4.278
H -1.248 -3.447 -2.504
H -1.953 -4.996 -3.124
H 0.308 -5.609 -2.696
H 0.188 -5.437 -4.484
H 1.060 -2.843 -3.920
H 2.206 -4.260 -4.216
H 2.856 -4.459 -1.868
H 1.266 -3.781 -1.350
H 3.386 -2.120 -1.019
H 3.327 -1.995 -2.817
H 0.502 -1.829 -1.788
H 1.405 -0.633 -2.779
H 1.055 2.932 -2.327
H 1.484 1.337 -3.045
H -1.114 2.737 -2.909
H -1.301 1.223 -1.846
H -0.405 1.578 -4.834
H -0.082 -0.003 -4.047
H 1.134 4.286 0.934
H 1.034 4.200 -0.858
H -1.122 3.813 1.383
H -1.552 3.156 -0.239
H -0.893 6.228 0.606
H -1.137 5.738 -1.133
H 1.765 -2.901 0.329
H 3.145 -2.205 1.312
H 0.648 -2.025 2.966
H 2.205 -3.028 3.171
H 0.819 -4.824 3.026
H 0.878 -4.602 1.244
H -2.214 -1.751 3.934
H -3.428 -3.111 4.101
H -3.039 -2.405 2.418
C 1.402 9.643 0.472
N 1.347 8.160 0.564
O 0.759 7.679 1.514
O 1.896 7.532 -0.323
H 0.875 10.066 1.323
H 2.450 9.933 0.484
H 0.923 9.932 -0.462
C 4.566 3.891 0.162
N 5.087 3.053 -0.950
O 4.861 1.859 -0.907
O 5.706 3.628 -1.827
H 4.039 3.252 0.866
H 5.418 4.371 0.640
H 3.891 4.626 -0.271
C 2.839 6.536 -3.599
N 2.096 5.319 -3.177
O 2.602 4.622 -2.316
O 1.032 5.105 -3.725
H 3.762 6.596 -3.029
H 3.046 6.441 -4.663
H 2.202 7.394 -3.396
C -3.153 1.399 2.161
N -2.648 0.557 1.053
O -2.898 -0.632 1.086
O -2.014 1.123 0.181
H -3.696 0.776 2.865
H -2.290 1.859 2.641
H -3.808 2.149 1.721
C -4.435 8.721 -2.685
N -3.067 9.261 -2.909
O -2.401 8.754 -3.792
O -2.711 10.174 -2.187
H -4.615 7.918 -3.394
H -4.477 8.351 -1.663
H -5.139 9.536 -2.840
C -7.032 -0.962 2.456
N -6.674 0.145 3.383
O -5.502 0.483 3.428
O -7.576 0.633 4.030
H -6.131 -1.298 1.949
H -7.460 -1.764 3.054
H -7.755 -0.572 1.743
C 0.547 -6.193 6.068
N 1.782 -6.443 6.858
O 2.815 -6.640 6.241
O 1.674 -6.432 8.069
H 0.793 -6.232 5.012
H -0.169 -6.970 6.326
H 0.175 -5.209 6.341
C 4.216 -9.242 7.270
N 4.581 -10.655 6.982
O 5.571 -11.103 7.530
O 3.858 -11.263 6.214
H 4.942 -8.828 7.964
H 4.231 -8.700 6.328
H 3.221 -9.243 7.709
```

Values from the calculation:
total charge	0
highest occupied orbital energy	-8.178	eV
orbital gap	0.274	Ha

Löwdin population analysis, charges in e, atoms 1 to 2: -0.1265 -0.2391

(2)
Here is 4 unconnected molecules or ions with the total composition C34H64F6N2O19PS in a non-equilibrium geometry from the OMol25 dataset. Energies are from wB97M-V/def2-TZVPD.

```
127
Properties=species:S:1:pos:R:3
C -3.455 1.796 3.042
C -2.050 0.997 2.942
C -1.839 0.466 1.414
F -2.526 1.440 0.588
C -0.259 0.344 1.019
C 0.174 1.906 0.859
O 0.367 -0.103 2.224
C 1.561 -0.870 2.122
C 1.955 -1.390 3.596
N 1.086 -2.390 4.216
C -0.214 -1.916 4.737
C 1.522 -2.073 1.011
P 3.208 -2.500 0.321
O 4.059 -1.361 -0.223
O 4.104 -3.046 1.706
O 3.312 -3.801 -0.752
N 0.333 -1.957 0.063
O 0.585 -2.814 -0.965
C -0.778 -2.667 0.860
C -0.775 -4.280 0.605
C -1.821 -4.856 1.717
S -1.407 -6.581 2.248
O -0.190 -6.623 3.145
O -1.222 -7.497 1.059
O -2.764 -7.152 3.094
C -0.003 -0.532 -0.326
C 1.372 0.031 -1.022
C 1.276 1.201 -2.080
C 1.398 0.726 -3.639
C 0.351 1.548 -4.558
F 0.821 2.895 -4.679
F -0.980 1.495 -4.009
C 0.219 0.920 -6.037
F 1.423 0.886 -6.743
F -0.353 -0.374 -5.854
F -0.748 1.690 -6.742
C -1.070 -0.320 -1.468
C -2.495 -0.986 -1.470
O -2.541 -2.397 -1.892
C -2.422 -2.517 -3.300
C -3.715 -2.570 -4.267
O -1.309 -2.634 -3.883
H -3.364 2.890 2.718
H -4.275 1.313 2.399
H -3.820 1.688 4.128
H -1.169 1.582 3.346
H -2.173 0.069 3.595
H -2.382 -0.532 1.407
H -0.320 2.393 -0.062
H -0.161 2.543 1.745
H 1.320 2.029 0.819
H 2.423 -0.151 1.836
H 3.043 -1.771 3.664
H 1.943 -0.449 4.265
H 1.076 -3.318 3.791
H -0.437 -0.816 4.565
H -1.046 -2.532 4.215
H -0.293 -2.195 5.847
H 1.341 -2.988 1.703
H 3.464 -3.425 2.353
H 3.250 -4.610 -0.178
H -0.101 -2.836 -1.670
H -0.711 -2.431 1.989
H -1.832 -2.381 0.579
H -1.234 -4.555 -0.402
H 0.252 -4.732 0.792
H -2.845 -4.870 1.183
H -1.910 -4.161 2.615
H -3.450 -6.441 3.019
H 1.941 -0.805 -1.583
H 2.136 0.372 -0.229
H 0.410 1.929 -2.005
H 2.218 1.859 -1.945
H 2.444 0.902 -4.062
H 1.119 -0.383 -3.748
H -1.314 0.808 -1.503
H -0.593 -0.683 -2.456
H -3.124 -0.431 -2.268
H -3.116 -0.932 -0.521
H -3.758 -1.556 -4.781
H -4.662 -2.870 -3.716
H -3.458 -3.347 -5.064
C 7.030 -0.833 8.179
C 7.603 -0.442 6.830
O 7.755 -1.592 5.987
C 6.637 -2.020 5.385
O 5.539 -1.523 5.483
O 6.942 -3.114 4.667
C 5.816 -3.715 4.036
H 7.627 -1.627 8.634
H 7.009 0.026 8.852
H 6.012 -1.218 8.079
H 8.600 -0.020 6.967
H 6.994 0.322 6.339
H 5.260 -2.988 3.446
H 5.170 -4.176 4.789
H 6.181 -4.495 3.367
C -9.186 0.043 -0.950
C -8.777 1.442 -0.529
O -7.361 1.623 -0.664
C -6.927 1.873 -1.909
O -7.612 1.965 -2.896
O -5.587 1.982 -1.869
C -4.986 2.173 -3.149
H -8.601 -0.706 -0.411
H -10.246 -0.125 -0.753
H -9.004 -0.117 -2.015
H -9.013 1.588 0.527
H -9.323 2.207 -1.089
H -5.440 3.011 -3.681
H -5.067 1.255 -3.737
H -3.929 2.395 -2.995
C 4.496 8.842 -4.559
C 3.498 8.479 -3.477
O 2.218 8.170 -4.045
C 2.099 6.938 -4.563
O 2.956 6.087 -4.582
O 0.865 6.822 -5.081
C 0.631 5.577 -5.738
H 4.101 9.638 -5.195
H 5.439 9.174 -4.120
H 4.701 7.988 -5.210
H 3.348 9.337 -2.818
H 3.858 7.655 -2.856
H 0.875 4.733 -5.090
H 1.209 5.531 -6.664
H -0.430 5.524 -5.988
```

Values from the calculation:
relative energy (zero: lowest compared OMol25 entry of this formula, charge and spin)	782.9	kJ/mol
total charge	+1
highest occupied orbital energy	-11.961	eV
orbital gap	0.339	Ha

Löwdin population analysis, charges in e, atoms 1 to 2: -0.0958 -0.1636

(3)
Here is 12 unconnected molecules or ions with the total composition C34H66Cl4N6O18 in a non-equilibrium geometry from the OMol25 dataset. Energies are from wB97M-V/def2-TZVPD.

```
128
Properties=species:S:1:pos:R:3
O 0.061 17.838 23.583
C 0.495 16.787 23.178
O -0.206 15.727 23.096
C 0.363 14.598 22.489
C 1.797 15.133 22.401
O 1.705 16.454 22.745
H 0.356 13.658 23.039
H 0.065 14.411 21.457
H 2.214 15.058 21.396
H 2.510 14.564 22.999
O 1.994 10.158 25.611
C 1.636 9.984 24.447
O 1.609 11.016 23.516
C 1.065 10.641 22.283
C 0.914 9.092 22.471
O 1.169 8.845 23.831
H 0.097 11.114 22.116
H 1.721 10.807 21.428
H 1.581 8.404 21.951
H -0.108 8.780 22.258
O -2.442 10.574 23.172
C -3.365 10.640 23.853
O -3.484 11.193 25.057
C -4.688 10.829 25.676
C -5.447 10.471 24.526
O -4.515 10.107 23.468
H -4.512 10.130 26.493
H -5.173 11.651 26.203
H -6.028 11.371 24.325
H -6.239 9.783 24.820
O 0.012 10.026 29.033
C -0.093 9.014 28.433
O 0.726 8.526 27.669
C 0.427 7.244 27.238
C -0.829 7.008 28.043
O -1.249 8.293 28.372
H 0.207 7.099 26.180
H 1.288 6.637 27.517
H -0.449 6.435 28.889
H -1.571 6.506 27.422
C 4.608 7.094 24.329
N 4.128 5.930 23.622
C 2.892 5.535 23.770
C 2.592 4.123 23.308
O 2.057 6.033 24.497
H 4.616 6.863 25.394
H 3.855 7.882 24.327
H 5.549 7.309 23.823
H 4.823 5.245 23.362
H 2.451 4.319 22.245
H 1.832 3.471 23.738
H 3.389 3.412 23.525
C -2.458 7.259 24.814
N -1.450 6.708 23.787
C -1.713 6.221 22.584
C -0.599 5.727 21.762
O -2.871 6.120 22.114
H -3.395 7.493 24.308
H -2.184 8.187 25.315
H -2.711 6.477 25.529
H -0.474 6.948 23.887
H 0.356 5.939 22.244
H -0.712 6.192 20.783
H -0.756 4.666 21.567
C 4.824 15.768 26.126
N 4.344 14.524 25.493
C 5.186 13.609 25.012
C 4.491 12.432 24.378
O 6.386 13.776 24.882
H 5.871 16.057 26.222
H 4.545 15.731 27.179
H 4.245 16.587 25.700
H 3.369 14.260 25.481
H 4.846 12.310 23.354
H 3.424 12.653 24.415
H 4.550 11.470 24.887
C 4.086 7.823 20.709
N 4.926 8.770 20.076
C 4.914 9.093 18.758
C 4.191 8.185 17.738
O 5.629 10.021 18.496
H 3.731 8.280 21.632
H 4.632 6.884 20.799
H 3.209 7.515 20.140
H 5.372 9.515 20.592
H 4.278 7.099 17.766
H 4.624 8.519 16.795
H 3.136 8.453 17.683
C 0.068 6.698 17.846
N -0.159 8.058 17.356
C -0.014 9.100 18.150
C -0.338 10.431 17.522
O 0.418 9.106 19.295
H 0.340 6.153 16.942
H -0.814 6.182 18.226
H 0.847 6.593 18.602
H -0.533 8.243 16.436
H -0.081 10.412 16.463
H 0.375 11.140 17.942
H -1.394 10.649 17.680
C -1.022 12.941 25.635
N 0.160 12.639 26.490
C 1.351 13.231 26.330
C 2.434 12.767 27.315
O 1.551 14.010 25.414
H -0.981 13.968 25.272
H -2.024 12.878 26.059
H -0.985 12.371 24.706
H 0.011 11.745 26.935
H 1.947 12.082 28.009
H 2.734 13.626 27.915
H 3.315 12.294 26.881
Cl -5.308 11.394 19.677
C -3.637 11.000 20.105
C -3.397 9.535 20.419
Cl -3.406 8.343 19.092
H -3.363 11.625 20.956
H -3.040 11.404 19.288
H -4.095 9.349 21.235
H -2.352 9.468 20.722
Cl 3.429 11.250 16.433
C 3.542 12.969 16.899
C 4.316 13.106 18.276
Cl 3.070 12.563 19.539
H 2.660 13.600 16.794
H 4.230 13.258 16.105
H 4.631 14.138 18.426
H 5.179 12.441 18.259
```

Values from the calculation:
relative energy (zero: lowest compared OMol25 entry of this formula, charge and spin)	384.0	kJ/mol
total charge	0
structure (SMILES)	O=C1OCCO1.O=C1OCCO1.O=C1OCCO1.O=C1OCCO1.CNC(C)=O.CNC(C)=O.CNC(C)=O.CNC(C)=O.CNC(C)=O.CNC(C)=O.ClCCCl.ClCCCl
highest occupied orbital energy	-8.712	eV
orbital gap	0.325	Ha

Löwdin population analysis, charges in e, atoms 1 to 2: 0.1460 -0.6159

Values for total energy, eV, ordered as above
-119485.21946, -114594.66618, -132212.89071
Values for LUMO, eV, ordered as above
-0.7204, -2.7251, 0.1436